Entry 1:
{
  "formula": "C26H69F2O9Zn",
  "method": "the ωB97M-V functional and the def2-TZVPD basis",
  "symbols": ["Zn", "F", "F", "C", "C", "O", "H", "H", "H", "H", "H", "C", "C", "C", "O", "H", "H", "H", "H", "H", "H", "H", "H", "C", "C", "C", "O", "H", "H", "H", "H", "H", "H", "H", "H", "C", "C", "C", "O", "H", "H", "H", "H", "H", "H", "H", "H", "C", "C", "C", "O", "H", "H", "H", "H", "H", "H", "H", "H", "C", "C", "C", "O", "H", "H", "H", "H", "H", "H", "H", "H", "C", "C", "C", "O", "H", "H", "H", "H", "H", "H", "H", "H", "C", "C", "C", "O", "H", "H", "H", "H", "H", "H", "H", "H", "C", "C", "C", "O", "H", "H", "H", "H", "H", "H", "H", "H"],
  "coordinates": [[2.550767, -0.446931, 1.076687], [2.594571, -1.884036, 2.510480], [0.636323, -0.140300, 0.396822], [4.894997, 2.216578, -0.785951], [5.391765, 0.808785, -0.364911], [4.517763, 0.134575, 0.555628], [4.817974, 2.903316, 0.056993], [3.977302, 2.120661, -1.366236], [5.582661, 2.661837, -1.504949], [6.435694, 0.873149, -0.058034], [5.350090, 0.251775, -1.300910], [-4.880773, -0.219780, -0.783447], [-5.938910, -1.020508, -1.563825], [-6.293496, -2.350602, -0.902654], [-7.073635, -0.210353, -1.598914], [-4.805363, 0.745061, -1.284930], [-3.878421, -0.648004, -0.785316], [-5.204522, -0.048870, 0.243238], [-5.668264, -1.177882, -2.607895], [-5.398278, -2.972185, -0.884752], [-7.116479, -2.861541, -1.402389], [-6.588580, -2.159109, 0.129023], [-7.678736, -0.608989, -2.228628], [-3.247386, 2.906652, 0.933605], [-2.202481, 1.817512, 0.473024], [-1.851032, 1.983554, -1.018352], [-1.052361, 1.840348, 1.237375], [-3.648240, 2.608263, 1.902298], [-4.142428, 2.821570, 0.317367], [-2.939051, 3.952081, 0.944577], [-2.649004, 0.829401, 0.584199], [-2.709200, 1.936034, -1.688717], [-1.125567, 1.295876, -1.453004], [-1.410474, 2.967322, -1.180250], [-0.500030, 1.134075, 0.894270], [-2.707065, -4.007814, -3.286225], [-2.064103, -2.745340, -2.687693], [-1.884858, -2.842471, -1.223974], [-0.778352, -2.670131, -3.170032], [-2.760653, -3.998734, -4.374862], [-3.724920, -4.127406, -2.915038], [-2.126562, -4.904792, -3.070473], [-2.588576, -1.828752, -2.957674], [-2.878016, -3.030610, -0.816130], [-1.409325, -1.967848, -0.780123], [-1.365410, -3.731336, -0.865947], [-0.461985, -1.816529, -2.865273], [1.241213, 4.089653, 0.747309], [0.882758, 4.484243, 2.183089], [-0.190330, 5.576521, 2.092580], [0.407987, 3.351002, 2.909120], [1.877600, 4.885982, 0.361335], [0.389957, 4.009805, 0.071217], [1.887942, 3.216576, 0.834269], [1.772466, 4.789568, 2.733817], [-1.064252, 5.230146, 1.540850], [0.205755, 6.516042, 1.707224], [-0.523010, 5.976773, 3.050298], [-0.210185, 2.868814, 2.355091], [-2.093559, -3.322302, 2.285345], [-0.782532, -2.458723, 2.399434], [-1.013420, -1.110927, 3.142870], [0.135451, -3.233034, 3.058926], [-1.935818, -4.202153, 1.661594], [-2.931165, -2.767112, 1.863112], [-2.432389, -3.627554, 3.275348], [-0.397164, -2.222820, 1.407497], [-1.734644, -0.506607, 2.592650], [-0.053762, -0.609157, 3.266932], [-1.485086, -1.166121, 4.123984], [0.988394, -2.833530, 2.873236], [1.261212, 0.084341, -4.528662], [1.442672, 0.289784, -3.043220], [1.289624, 1.774324, -2.738993], [0.450241, -0.419634, -2.343753], [1.162077, -0.968424, -4.793147], [2.014023, 0.615447, -5.111151], [0.329135, 0.455480, -4.954796], [2.404021, -0.059996, -2.666973], [2.230273, 2.294764, -2.919087], [1.022453, 2.037699, -1.715596], [0.448603, 2.234032, -3.258082], [0.535722, -0.243613, -1.403908], [4.304802, 2.551746, 3.288862], [3.363835, 1.302760, 3.503566], [2.554160, 1.145398, 4.794733], [2.480221, 1.303312, 2.359047], [5.046380, 2.582423, 4.087130], [3.699193, 3.452529, 3.388472], [4.812287, 2.613680, 2.326199], [3.923539, 0.377803, 3.364746], [2.185214, 2.099791, 5.170380], [3.209841, 0.840123, 5.610205], [1.713296, 0.460657, 4.684365], [1.831932, 1.986927, 2.543398], [1.775533, -4.229532, -0.649899], [2.914977, -3.262373, -0.946885], [3.041569, -3.030373, -2.470319], [2.503728, -1.974482, -0.584267], [2.056911, -5.281692, -0.606665], [1.029256, -4.196570, -1.443681], [1.171075, -3.976476, 0.221136], [3.864680, -3.457257, -0.448706], [2.121246, -2.686521, -2.942417], [3.286856, -3.943467, -3.012720], [3.870765, -2.364744, -2.710038], [1.709075, -1.730525, -1.064484]],
  "forces_ev_per_a": [[1.24, -0.45, 0.21], [-0.41, 0.88, -0.80], [0.47, 0.19, -0.32], [0.51, -0.45, -0.06], [-2.81, -0.42, 0.21], [0.39, 0.72, -0.22], [-0.36, -0.03, 0.00], [-0.40, 0.06, 0.51], [0.44, 0.09, -0.03], [0.13, -0.15, 0.52], [0.48, -0.35, -0.42], [-0.24, -0.04, -0.80], [0.57, -0.53, 0.64], [0.63, 0.30, 0.13], [-1.21, 0.97, -0.01], [0.04, 0.13, 0.13], [-0.15, -0.31, 0.00], [-0.06, -0.09, 0.01], [0.71, -0.21, -0.05], [-0.11, -0.30, -0.02], [0.09, -0.05, -0.15], [-0.05, -0.01, 0.05], [-0.22, 0.10, 0.04], [0.02, -1.58, -0.05], [-1.32, 0.81, -1.36], [-0.04, 0.60, -0.35], [0.15, 0.84, 0.77], [0.40, 0.26, 0.38], [0.14, 0.08, -0.46], [0.39, -0.21, -0.04], [-0.47, -0.07, 0.14], [-0.33, -0.04, 0.22], [-0.03, -0.38, 0.59], [0.02, 0.26, 0.11], [1.08, -0.86, -0.02], [-0.27, 0.37, -0.09], [0.18, -1.37, -0.31], [-1.68, -0.61, 1.70], [1.39, -0.08, -1.89], [0.01, 0.45, -0.08], [-0.05, -0.13, 0.10], [0.10, 0.11, 0.44], [-0.60, 0.03, -0.06], [-0.29, 0.58, 0.66], [-0.16, 0.10, 0.02], [0.50, -0.03, -0.57], [0.85, 0.43, -0.03], [1.18, 0.59, 0.70], [-1.24, -0.20, -0.66], [0.35, 0.77, 1.05], [0.73, 0.46, 0.60], [0.07, 0.11, -0.24], [0.00, -0.44, 0.27], [-0.28, -0.29, -0.64], [-0.01, 0.33, -0.14], [0.14, 0.08, -0.12], [0.18, -0.21, -0.92], [-0.21, -0.72, 0.49], [-0.63, -0.39, -0.45], [0.54, 0.90, 0.01], [-2.23, 0.43, 0.25], [-0.42, -0.40, -0.46], [0.57, -1.11, 0.70], [0.14, -0.05, 0.10], [0.07, 0.24, -0.21], [0.27, -0.14, 0.13], [-0.20, 0.19, -0.28], [0.33, 0.34, -0.40], [-0.08, 0.19, -0.23], [0.19, -0.70, 0.25], [1.15, 0.25, 0.11], [-0.32, -0.56, -0.66], [-0.42, 1.26, 0.14], [0.13, 0.73, 0.50], [-0.72, -0.80, -0.55], [0.75, -0.21, 0.02], [0.37, -0.38, 0.12], [-0.37, 0.51, 0.69], [0.34, 0.00, -0.35], [-0.11, 0.19, -0.37], [0.39, -0.64, 0.46], [0.18, -0.09, -0.66], [-0.07, 0.34, 1.21], [-0.82, -0.65, 1.31], [0.68, -0.07, -1.33], [0.67, 1.12, 0.32], [0.02, -0.30, 0.30], [0.16, 0.05, 0.04], [-0.14, 0.16, 0.07], [-0.24, -0.66, 0.02], [0.27, 0.14, 0.01], [-0.38, 0.25, -0.34], [0.08, -0.50, -0.09], [0.29, -0.10, -0.14], [-0.84, 0.28, -0.11], [-0.49, -0.65, -0.18], [-1.20, 0.50, -1.91], [1.32, -1.65, -0.52], [-0.10, 1.81, 1.93], [0.30, 0.01, 0.22], [0.10, 0.23, -0.43], [0.61, 0.07, 0.48], [-0.18, -0.08, -0.02], [-0.16, 0.19, 0.43], [0.01, -0.39, -0.02], [-0.15, 0.32, 0.24], [-0.27, -0.22, -0.17]],
  "gap_ev": 7.14,
  "charge": -1,
  "mol_weight_da": 629.22,
  "total_energy_ev": -100365.12708
}

=====

Entry 2:
{
  "formula": "C4H5NO2",
  "method": "the ωB97M-V functional and the def2-TZVPD basis",
  "symbols": ["C", "C", "C", "O", "C", "O", "N", "H", "H", "H", "H", "H"],
  "coordinates": [[-1.387661, -0.428469, -0.515447], [0.071630, -0.059123, -0.566686], [0.425927, 1.376313, -0.187930], [1.566744, 1.755295, -0.127932], [1.127294, -0.151847, 2.094295], [2.128579, -0.468997, 2.524822], [1.062205, -0.811383, -0.817248], [-1.925787, 0.052680, -1.338802], [-1.584653, -1.505760, -0.576078], [-1.807644, -0.057275, 0.425199], [-0.410558, 2.059404, 0.081719], [0.733928, -1.760834, -0.995914]],
  "forces_ev_per_a": [[-0.04, 0.04, 0.02], [0.22, -0.24, -0.08], [0.49, 0.25, -0.02], [-0.59, 0.03, -0.10], [1.27, -0.48, 1.01], [-1.20, 0.38, -0.57], [-0.50, 0.01, -0.03], [0.02, 0.05, 0.12], [0.31, 0.24, 0.00], [-0.06, -0.01, -0.11], [0.04, -0.21, -0.14], [0.05, -0.05, -0.11]],
  "e_above_lowest_ev": 1.671,
  "gap_ev": 9.98,
  "mol_weight_da": 99.09,
  "total_energy_ev": -9812.64343
}

=====

Number 1: largest force on an atom 2.853 eV/Å. Number 2: largest force on an atom 1.691 eV/Å.